(1)
C46H63BN13O9SY | ωB97M-V/def2-TZVPD

Element x y z (Å)
Y 0.44562 0.01929 -0.08139
C -1.55246 3.31034 -4.32225
C -1.60739 2.00091 -3.61109
C -2.24167 0.85893 -4.01632
C -1.97721 -0.10369 -3.03174
N -1.22267 0.43219 -2.06203
N -1.00353 1.73283 -2.43451
B -0.20761 2.76782 -1.63711
N -0.80285 2.98100 -0.20380
N -1.32660 2.01694 0.63611
C -1.94920 2.68199 1.62570
C -1.77860 4.06329 1.44294
C -1.06862 4.21256 0.28342
C -0.64948 5.50174 -0.33692
C -2.74617 2.18589 2.83647
C -4.00606 3.06869 2.95078
C -3.24759 0.74547 2.79970
C -1.89638 2.39385 4.10005
N 1.33563 2.53071 -1.69864
N 1.96730 1.33862 -1.42293
C 3.21517 1.43651 -1.90147
C 3.39012 2.71180 -2.46127
C 2.19383 3.36254 -2.33744
C 1.87017 4.71715 -2.87435
C 4.36179 0.42334 -1.96225
C 4.87783 0.43179 -3.41630
C 4.04898 -1.02974 -1.62008
C 5.51059 0.89290 -1.05185
C -2.57868 -1.49873 -3.13752
C -2.05427 -2.53483 -2.13272
C -2.32083 -2.03228 -4.55749
C -4.10005 -1.34627 -2.96929
H -2.15248 3.24158 -5.22813
H -0.53313 3.56256 -4.61481
H -1.94214 4.12659 -3.71396
H -2.81898 0.74013 -4.91614
H -0.35437 3.81032 -2.18163
H -2.14551 4.86301 2.05958
H -1.01247 6.31967 0.28355
H -1.04888 5.62628 -1.34245
H 0.43539 5.58270 -0.39486
H -4.59637 3.03371 2.03351
H -3.77085 4.10927 3.16454
H -4.62555 2.70062 3.76981
H -3.79730 0.52561 1.88395
H -3.93869 0.60863 3.63363
H -2.46323 0.00887 2.94639
H -1.58350 3.43561 4.19015
H -1.00954 1.75936 4.09603
H -2.48126 2.13523 4.98578
H 4.27475 3.10252 -2.93196
H 2.77893 5.14332 -3.29662
H 1.50049 5.39939 -2.11269
H 1.12143 4.67033 -3.66407
H 4.06355 0.27596 -4.12616
H 5.60311 -0.37483 -3.53988
H 5.37717 1.36602 -3.67266
H 3.53715 -1.51625 -2.44647
H 3.46788 -1.14741 -0.71143
H 5.00016 -1.55058 -1.48481
H 5.66329 1.97179 -1.11015
H 6.43532 0.40182 -1.36177
H 5.33529 0.62105 -0.01180
H -1.33203 -2.11988 -1.44036
H -1.58362 -3.36648 -2.65855
H -2.86443 -2.95449 -1.53825
H -1.25329 -2.13825 -4.74618
H -2.73818 -1.38524 -5.32779
H -2.78164 -3.01720 -4.66115
H -4.34415 -0.92671 -1.99287
H -4.58462 -2.32165 -3.04959
H -4.51774 -0.68716 -3.73127
N 1.38881 2.08374 1.42095
C 2.40978 1.91609 2.46534
C 3.58200 1.09793 1.94960
C 3.24844 -0.37859 1.78776
O 3.86236 -1.22094 2.42912
O 2.29625 -0.65377 0.95093
H 1.77094 2.66789 0.68118
H 0.59801 2.59398 1.80152
H 1.93852 1.41522 3.31037
H 2.77415 2.88802 2.81518
H 4.42874 1.18061 2.62997
H 3.87850 1.50688 0.98068
N 1.53610 -2.71227 3.04161
C 0.94693 -1.79672 3.80838
S 0.03196 -0.52576 3.17081
N 1.06349 -1.98649 5.14099
C 0.47828 -1.18934 6.16568
C 0.81385 0.15086 6.30006
C 0.24071 0.89945 7.31449
C -0.64493 0.31154 8.20812
C -0.95568 -1.03375 8.08479
C -0.40012 -1.78461 7.05848
H 1.63139 -2.46783 2.06652
H 2.33254 -3.20189 3.42013
H 1.46087 -2.86501 5.43549
H 1.52300 0.59235 5.61596
H 0.49833 1.94595 7.41401
H -1.08515 0.89973 9.00223
H -1.63998 -1.50140 8.78005
H -0.65931 -2.82920 6.93848
N -1.93193 -0.90044 0.58665
C -2.70135 -2.05287 0.94587
C -2.10172 -3.12826 1.58963
C -2.85801 -4.24602 1.90905
C -4.20752 -4.30789 1.58985
C -4.80732 -3.22479 0.96517
C -4.06030 -2.09785 0.65735
H -1.62203 -0.48063 1.46055
H -2.50465 -0.20709 0.11610
H -1.04817 -3.09862 1.82603
H -2.37948 -5.08213 2.40277
H -4.78680 -5.18908 1.83075
H -5.86097 -3.25123 0.71814
H -4.53545 -1.24608 0.18464
O 1.89534 -5.80646 -5.95625
N 1.71117 -5.90779 -4.75863
O 1.62455 -6.95975 -4.15417
C 1.53241 -4.67307 -3.99513
C 1.32146 -4.74626 -2.63535
C 1.14466 -3.57316 -1.93370
C 1.15170 -2.26536 -2.52926
O 1.02275 -1.21416 -1.86578
C 1.41115 -2.29246 -3.94760
C 1.59870 -3.45380 -4.65242
N 1.53257 -1.04521 -4.72434
O 1.11239 -0.01376 -4.24848
O 2.09451 -1.12534 -5.80444
N 0.93043 -3.70379 -0.50721
O 0.53524 -2.73211 0.13331
O 1.14695 -4.77547 0.01735
H 1.29276 -5.69875 -2.12915
H 1.79913 -3.41236 -5.71299

Cartesian forces, eV/Å:
0.4 -0.6 0.5
0.0 0.0 0.0
0.0 0.0 0.0
0.0 0.0 0.0
0.0 -0.1 0.1
-0.1 0.2 -0.1
0.0 0.0 0.0
0.0 0.0 0.0
-0.1 -0.1 0.1
-0.3 0.1 -0.2
0.1 0.0 0.1
0.0 0.0 0.0
0.1 0.0 0.0
0.0 0.0 0.0
0.0 0.0 0.0
0.0 0.0 0.0
-0.1 0.0 0.0
0.0 0.0 0.0
0.0 0.0 0.0
0.2 0.3 -0.2
0.0 -0.1 0.0
0.0 0.0 0.0
-0.1 0.0 0.0
0.0 0.0 0.0
0.0 0.1 0.0
0.0 0.0 0.0
0.0 0.0 0.0
0.0 0.0 0.0
0.0 0.0 0.0
0.1 0.0 0.0
0.0 0.0 0.0
0.0 0.0 0.0
0.0 0.0 0.0
0.0 0.0 0.0
0.0 0.0 0.0
0.0 0.0 0.0
0.0 0.0 0.0
0.0 0.0 0.0
0.0 0.0 0.0
0.0 0.0 0.0
0.0 0.0 0.0
0.0 0.0 0.0
0.0 0.0 0.0
0.0 0.0 0.0
0.0 0.0 0.0
0.0 0.0 0.0
0.0 0.0 0.1
0.0 0.0 0.0
0.0 0.0 0.0
0.0 0.0 0.0
0.0 0.0 0.0
0.0 0.0 0.0
0.0 0.0 0.0
0.0 0.0 0.0
0.0 0.0 0.0
0.0 0.0 0.0
0.0 0.0 0.0
-0.1 0.0 0.0
0.0 0.0 -0.1
0.0 0.0 0.0
0.0 0.0 0.0
0.0 0.0 0.0
0.0 0.0 0.0
0.0 0.0 0.0
0.0 0.0 0.0
0.0 0.0 0.0
0.1 0.0 0.0
0.0 0.0 0.0
0.0 0.0 0.0
0.0 0.0 0.0
0.0 0.0 0.0
0.0 0.0 0.0
0.0 -0.1 -0.1
0.0 0.0 0.0
0.0 0.0 0.0
0.0 0.1 -0.1
0.0 0.0 -0.1
-0.2 -0.1 0.0
0.0 0.0 0.0
0.0 0.0 0.0
0.0 0.0 0.0
0.0 0.0 0.0
0.0 0.0 0.0
0.0 0.0 0.0
0.0 -0.1 0.0
-0.2 0.0 0.0
0.0 0.0 0.1
0.1 0.0 0.1
0.0 0.0 0.0
0.0 -0.1 0.0
0.0 0.0 0.0
0.0 0.0 0.0
0.0 0.0 0.0
0.0 0.0 0.0
0.0 0.0 -0.2
0.0 0.0 0.0
0.0 0.0 0.0
0.0 0.0 -0.1
0.0 0.0 0.0
0.0 0.0 0.0
0.0 0.0 0.0
0.0 0.0 0.0
0.3 -0.1 0.2
-0.1 0.0 0.0
0.0 0.0 0.0
0.0 0.0 0.0
0.0 0.0 0.0
0.0 0.0 0.0
0.0 0.0 0.0
-0.2 0.0 0.0
0.0 0.0 0.0
0.0 0.0 0.0
0.0 0.0 0.0
0.0 0.0 0.0
0.0 0.0 0.0
0.0 0.0 0.0
0.1 0.0 0.1
-0.3 0.0 0.0
0.1 0.0 0.0
0.1 -0.1 0.0
0.0 0.1 -0.1
-0.1 -0.1 0.1
0.1 0.0 0.1
0.0 0.0 -0.2
-0.1 0.0 -0.1
0.0 0.0 0.0
0.3 0.0 0.2
-0.1 0.0 0.0
-0.1 0.0 -0.1
0.0 0.1 0.0
-0.1 0.1 0.1
0.0 -0.1 0.0
0.0 0.0 0.0
0.0 0.0 0.0

Output
**E_HOMO**: -8.8 eV
**Spin multiplicity**: 1

=====

(2)
C5H4N2 | ωB97M-V/def2-TZVPD

Element x y z (Å)
C 2.67230 0.43000 0.10004
C 1.47741 0.30262 0.20539
C 0.27244 -0.43075 -0.13580
N -0.74356 -1.09466 0.66767
C -1.18116 -0.14714 -0.35982
C -1.87419 1.07377 -0.00677
N -2.50329 2.00989 0.25239
H 3.68948 0.30160 -0.20345
H 0.70798 -1.06135 -0.90443
H -0.89806 -0.74604 1.61204
H -1.61936 -0.63794 -1.22726

Cartesian forces, eV/Å:
-0.5 -0.2 -0.2
0.4 0.2 0.2
0.1 -0.2 -0.4
0.0 -0.1 0.1
0.0 0.1 -0.1
-0.3 0.8 0.3
0.7 -0.9 -0.2
0.0 0.5 0.4
-0.7 -0.6 -0.1
0.4 0.3 -0.2
0.0 0.2 0.1

Output
**E_HOMO**: -9.9 eV
**Spin multiplicity**: 1

=====

(3)
C3H3F2I | ωB97M-V/def2-TZVPD

Element x y z (Å)
C 0.51329 0.66422 1.48317
C 0.73433 -0.37341 0.38932
C -0.02622 0.87306 0.34310
F -2.35600 -0.49927 -1.88236
F -0.77155 1.27961 -0.65427
I 2.63339 -0.62159 -0.60899
H -1.58564 -0.98502 -1.74744
H 0.62321 0.94548 2.55072
H 0.23520 -1.28308 0.12674

Cartesian forces, eV/Å:
-0.2 0.1 1.9
0.3 1.4 -0.1
0.3 -1.9 -2.5
-0.3 0.0 0.0
0.0 1.3 0.9
0.1 0.2 0.0
0.2 -0.1 -0.1
0.0 -0.4 -1.1
-0.4 -0.7 1.0

Output
**E_HOMO**: -9.3 eV
**Spin multiplicity**: 1

=====

(4)
C6H8N | ωB97M-V/def2-TZVPD

Element x y z (Å)
C -1.94367 -0.40330 -0.89074
C 1.33851 0.95977 -0.98966
C 1.07389 -2.26400 -0.17008
C -2.77469 0.16806 -0.16355
C 0.86905 0.25045 0.04274
C 0.39741 0.79480 1.32021
N 1.08315 -1.11924 -0.02232
H -1.31034 -0.85172 -1.59827
H 1.83628 0.45140 -1.76957
H 1.08820 -3.22238 -0.71271
H -3.37725 0.65636 0.53134
H 1.09150 2.08070 -0.89588
H 0.29485 1.83355 1.43112
H 0.95009 0.38721 2.21616
H -0.61698 0.27835 1.67121

Cartesian forces, eV/Å:
-3.6 2.3 2.8
-1.5 1.6 1.6
0.3 1.7 -1.1
3.9 -2.6 -3.1
1.2 1.5 0.0
-2.5 -3.7 3.3
-0.5 -2.8 -0.1
0.2 -0.3 -0.5
0.4 0.1 -1.1
0.0 0.3 1.0
-0.8 0.5 0.6
0.9 -1.9 -0.7
0.0 1.3 -0.4
0.4 0.6 -1.1
1.6 1.3 -1.3

Output
**Total charge**: +1
**E_HOMO**: -13.9 eV
**Spin multiplicity**: 1

=====

(5)
C6H36N12O12 | ωB97M-V/def2-TZVPD

Element x y z (Å)
O -39.10103 -19.55702 -13.27496
H -39.07271 -19.43944 -14.22449
H -38.18191 -19.59366 -13.01017
O -40.65020 -18.05699 -13.44429
H -40.96913 -17.48174 -12.74886
H -40.09154 -18.69068 -12.99422
O -40.88136 -18.08427 -16.09366
H -40.28718 -17.80830 -15.39578
H -40.99625 -17.30264 -16.63409
O -39.10485 -17.10511 -14.88544
H -38.96120 -16.29152 -14.40207
H -39.90359 -17.47175 -14.50618
O -40.07139 -18.89884 -11.22852
H -39.60763 -18.16947 -11.63983
H -39.55276 -19.67098 -11.45445
O -40.85168 -20.76334 -12.60333
H -40.82799 -21.41462 -13.30441
H -40.23761 -20.08519 -12.88488
C -37.98135 -17.39482 -12.20958
O -39.17488 -17.42219 -12.03980
N -37.10600 -17.72242 -11.34693
N -37.43440 -16.71792 -13.13938
H -37.30271 -17.94297 -10.38114
H -36.18302 -17.62162 -11.74450
H -38.02494 -15.99338 -13.52203
H -36.44938 -16.49468 -13.13544
C -41.43537 -15.41837 -15.43758
O -40.57384 -15.01795 -16.21285
N -42.58309 -15.88687 -15.83407
N -41.29487 -15.47253 -14.11958
H -43.43701 -16.18829 -15.38677
H -42.69874 -15.93259 -16.83638
H -40.39639 -15.11659 -13.82607
H -41.92480 -15.85873 -13.43101
C -41.96851 -16.38186 -11.53093
O -41.50319 -17.41849 -11.22677
N -42.84525 -16.15031 -12.51446
N -41.53960 -15.27569 -10.99854
H -43.31122 -16.91592 -12.98011
H -43.23194 -15.22931 -12.66385
H -40.69247 -15.27243 -10.44857
H -42.38135 -14.76432 -10.77481
C -43.56804 -18.38146 -13.88367
O -43.59253 -17.19485 -13.82348
N -44.64022 -19.14418 -13.96799
N -42.51409 -19.14124 -13.87188
H -44.45921 -20.12733 -13.82396
H -45.58925 -18.82792 -14.10743
H -42.72022 -20.07786 -14.18864
H -41.59271 -18.72886 -13.83891
C -43.23778 -19.40553 -11.23173
O -43.85503 -20.47848 -11.15458
N -41.95985 -19.25376 -11.58675
N -43.77811 -18.22331 -11.02708
H -41.61477 -18.30476 -11.56660
H -41.46297 -20.07615 -11.89802
H -43.37218 -17.42624 -11.49612
H -44.70222 -18.28963 -10.62492
C -38.78620 -14.80889 -13.40754
O -38.52495 -15.37430 -14.47572
N -38.27727 -13.66330 -13.00771
N -39.45487 -15.30273 -12.38991
H -38.49445 -13.22087 -12.12613
H -37.65108 -13.20601 -13.65494
H -39.61409 -16.30010 -12.38954
H -39.61661 -14.63045 -11.65372

Cartesian forces, eV/Å:
6.0 -1.4 -2.8
0.2 0.4 -1.1
0.4 -0.3 0.3
-0.9 2.8 -0.6
-0.2 -0.3 -0.8
-0.4 1.0 0.3
-1.8 -1.9 -1.5
-0.4 -0.3 -3.0
0.4 0.0 -0.1
-0.6 -8.9 -3.3
-2.5 -3.6 -1.0
1.1 0.8 2.2
2.6 -8.8 6.5
-1.8 -4.0 3.6
-0.2 -0.4 1.5
2.1 -6.9 -3.7
0.0 -0.7 -0.2
-0.5 -1.6 0.1
2.1 2.3 0.1
6.6 9.3 -3.9
3.3 -3.3 4.2
3.2 -0.6 -1.4
0.1 -0.4 -0.3
0.2 -0.4 1.4
3.4 -3.2 -0.3
-0.2 -0.2 0.1
0.9 0.6 0.4
0.1 0.4 -0.5
-4.1 -0.6 -3.9
3.2 2.4 -1.1
1.0 0.2 0.8
0.2 0.3 0.0
-2.7 -0.3 -0.7
0.3 0.1 -1.2
-2.1 5.0 -1.5
5.0 12.7 5.7
3.2 6.7 11.9
0.1 3.9 2.5
0.0 0.2 4.3
0.2 0.0 0.4
-1.0 -0.2 0.9
0.9 1.1 0.7
0.2 -8.0 -2.1
-6.9 -1.8 -13.3
-3.3 -1.2 -0.5
-3.0 -1.8 -3.0
-0.8 0.3 0.2
0.4 0.1 0.2
0.6 0.2 0.4
-0.5 -0.4 -0.6
4.2 -2.4 -1.3
-1.1 -0.7 0.4
-8.9 -7.8 1.7
-3.5 2.2 1.5
-2.0 -7.6 -2.4
-3.5 1.5 2.6
-2.3 -1.0 1.2
-0.1 0.7 -0.4
-0.5 4.9 2.9
2.9 15.1 -0.9
2.2 3.2 -1.5
-0.1 3.3 0.0
0.2 -0.1 -0.4
-0.2 0.4 0.2
-1.1 0.0 0.4
0.0 -0.8 -0.4

Output
**E_HOMO**: -5.3 eV
**Spin multiplicity**: 1

=====

(6)
C41H55As3PdS2Si3 | ωB97M-V/def2-TZVPD

Element x y z (Å)
Pd 0.58641 0.17855 0.49769
S 2.01171 1.03475 -1.13128
C 0.94261 1.20563 -2.44507
C 1.43663 1.89115 -3.58798
C 0.66551 2.02432 -4.70659
C -0.64412 1.48085 -4.75546
C -1.15629 0.81330 -3.67854
C -0.39269 0.66286 -2.48965
S -1.06609 -0.24746 -1.21716
H 2.43575 2.31036 -3.55506
H 1.06173 2.55265 -5.56691
H -1.24261 1.59064 -5.65377
H -2.15267 0.38699 -3.71938
C -2.68703 0.16683 1.89573
C -1.59898 -0.64843 2.60455
As -0.14277 0.62892 2.88187
C 1.38157 0.29822 4.03973
C 1.31838 -0.07273 5.38174
C 2.42415 0.07760 6.20388
C 3.59448 0.64881 5.71331
C 3.66723 1.03166 4.38218
C 2.56910 0.84111 3.54469
C -1.14867 1.83713 4.04886
C -1.32622 3.19979 3.83206
C -2.07718 3.95771 4.72638
C -2.65690 3.36399 5.83412
C -2.48928 2.00089 6.05442
C -1.74321 1.23971 5.16451
As -2.39629 1.24913 0.22650
C -1.13766 2.65172 -0.22022
C -1.44934 3.07658 -1.51799
C -0.74508 4.11338 -2.11150
C 0.29095 4.73201 -1.42187
C 0.60657 4.31071 -0.13877
C -0.10429 3.27641 0.46202
C -4.03743 2.27090 0.38705
C -4.01444 3.65827 0.50331
C -5.19207 4.33277 0.81407
C -6.37894 3.63282 0.98714
C -6.40364 2.25000 0.83444
C -5.23688 1.56740 0.52850
H -3.16936 0.87537 2.55907
H -3.44695 -0.50895 1.50752
H -1.23654 -1.43762 1.95786
H -1.99356 -1.09638 3.51325
H 0.41078 -0.48350 5.80155
H 2.36365 -0.22773 7.24192
H 4.44258 0.79748 6.37238
H 4.57287 1.48555 3.99251
H 2.63433 1.15262 2.51499
H -0.89476 3.69520 2.98303
H -2.20437 5.01904 4.54998
H -3.24163 3.95739 6.52612
H -2.94139 1.52852 6.91885
H -1.63821 0.17878 5.34825
H -2.26554 2.62155 -2.06235
H -1.00819 4.43591 -3.11256
H 0.84543 5.54283 -1.88149
H 1.40326 4.79459 0.41412
H 0.18174 2.97918 1.44457
H -3.10331 4.21935 0.35826
H -5.17691 5.41262 0.91265
H -7.29223 4.16606 1.22690
H -7.33361 1.70435 0.94513
H -5.27307 0.49393 0.38803
C 4.58004 -3.86682 0.75767
Si 3.82831 -2.34202 1.45526
C 3.50973 -2.62469 3.24660
C 4.81089 -0.82669 1.07754
As 1.72200 -2.11207 0.28086
Si 0.27812 -3.78122 1.24558
C 0.01161 -3.35547 3.02937
C -1.27083 -3.74965 0.24618
C 1.09769 -5.42937 1.16984
Si 2.28657 -2.72551 -2.00833
C 3.82798 -1.79158 -2.39351
C 2.58979 -4.54273 -2.10574
C 0.90013 -2.34933 -3.16360
H 5.50212 -4.06707 1.32042
H 4.84790 -3.76490 -0.29428
H 3.91840 -4.72999 0.87346
H 4.24545 -3.35697 3.60398
H 2.51722 -3.03287 3.43691
H 3.61949 -1.71451 3.83266
H 5.43014 -0.56750 1.94411
H 4.16810 0.02796 0.85258
H 5.47259 -0.98878 0.22122
H 0.26583 -2.32849 3.27761
H 0.63156 -4.01280 3.64718
H -1.03548 -3.52975 3.30556
H -1.60336 -2.73824 0.01128
H -2.08006 -4.26199 0.78124
H -1.11161 -4.27533 -0.70397
H 1.83020 -5.53395 1.97820
H 1.59348 -5.64682 0.22535
H 0.31649 -6.18987 1.32047
H 4.71020 -2.35593 -2.07414
H 3.85696 -0.81283 -1.92156
H 3.89934 -1.64594 -3.47939
H 3.55362 -4.85200 -1.70140
H 2.57949 -4.78745 -3.17765
H 1.80529 -5.13610 -1.63706
H -0.08098 -2.34916 -2.68401
H 0.89644 -3.13221 -3.92929
H 1.04187 -1.38603 -3.65941

Cartesian forces, eV/Å:
1.4 0.1 -0.5
0.2 -0.7 1.1
-1.3 -0.2 -0.9
-0.1 -0.4 0.7
-0.7 -0.1 -0.2
0.3 0.3 -0.3
0.3 -0.1 0.3
1.0 0.9 -1.0
-1.6 -0.3 0.5
0.0 -0.1 0.0
-0.1 -0.1 0.0
0.1 0.0 0.1
0.0 0.0 0.0
0.4 -0.3 -0.2
-0.2 0.2 -0.2
0.3 0.2 0.3
0.0 0.1 0.2
0.0 -0.2 0.0
0.0 0.0 0.0
0.0 0.0 0.0
-0.1 -0.1 -0.1
0.0 0.0 0.3
-0.2 0.0 -0.1
-0.1 -0.2 0.2
0.0 0.0 -0.1
0.0 -0.1 0.0
0.0 0.0 -0.1
-0.1 0.2 0.0
1.2 0.3 0.5
-0.3 0.5 -0.1
0.0 0.5 0.1
0.0 0.0 0.0
0.0 0.0 0.0
-0.1 0.0 0.0
0.0 0.2 -0.3
-0.5 -0.5 -0.5
0.0 0.0 0.0
0.1 -0.1 0.0
0.0 0.0 0.0
0.0 0.0 0.0
0.0 0.1 0.0
-0.1 0.2 0.1
-0.2 -0.1 0.1
0.0 -0.1 -0.1
-0.2 0.0 0.0
0.0 0.0 0.0
0.0 0.0 -0.1
-0.1 0.0 -0.1
-0.1 -0.1 0.0
0.0 0.1 -0.3
0.1 0.1 -0.2
0.0 0.0 0.0
0.0 0.0 0.0
0.0 0.0 -0.1
0.0 0.0 0.0
-0.1 0.0 -0.1
0.0 0.0 0.1
-0.1 -0.1 0.0
0.0 0.0 0.0
0.1 -0.2 0.5
0.1 0.0 0.0
0.0 -0.1 0.0
0.1 0.0 0.0
0.1 0.0 0.0
0.0 0.0 0.0
0.2 -0.4 -0.2
-0.3 0.2 -0.2
-0.1 -0.1 0.4
0.3 0.3 0.0
0.2 0.4 0.0
0.2 0.3 -0.1
-0.2 -0.1 0.5
-0.4 -0.1 -0.3
0.2 -0.4 0.0
0.0 0.1 0.4
0.5 0.1 -0.2
0.1 -0.4 0.0
-0.4 0.2 -0.2
-0.1 0.0 -0.1
0.0 -0.1 0.1
0.1 0.0 0.0
-0.1 0.1 0.0
0.1 0.0 0.1
0.0 0.0 0.1
0.0 0.0 -0.1
0.1 0.0 0.0
-0.1 0.0 0.1
0.1 0.0 0.1
-0.1 0.1 0.0
0.1 0.0 0.0
-0.1 0.0 0.0
0.1 0.0 -0.1
-0.1 0.1 0.1
-0.1 0.0 -0.1
0.0 -0.1 0.1
0.2 0.1 0.0
-0.1 0.1 -0.1
0.0 0.0 0.0
0.0 0.0 0.1
-0.1 0.0 0.0
0.1 0.0 0.2
0.0 0.0 -0.1
0.0 -0.1 -0.1
0.0 0.1 0.0
-0.1 -0.1 0.0

Output
**Total charge**: +2
**E_HOMO (alpha / beta)**: -12.6 / -12.7 eV
**Spin multiplicity**: 1

=====

Number 4 is which compound?
C6H8N

=====

Number 4 is which compound?
C6H8N

=====

Which value of spin multiplicity does entry 2 give?
1

=====

Look up the spin multiplicity of the fifth one.
1